No. 1
The following is a DFT calculation (ωB97M-V/def2-TZVPD) of a single C3H9O2PS molecule in a non-equilibrium geometry.

Last column: Löwdin charge in e.
Positions of all 16 atoms, in Å:
C (-0.807, -0.839, -1.299)  -0.171
C (-1.385, -0.812, 1.744)  -0.172
C (1.833, 1.440, -0.737)  -0.246
O (-1.173, 1.533, 0.158)  -0.433
O (2.228, -1.045, 0.274)  -0.620
P (-0.630, 0.106, 0.330)  0.585
S (1.644, 0.241, 0.698)  0.756
H (-1.869, -0.901, -1.273)  0.021
H (-0.531, -0.231, -2.178)  0.053
H (-0.306, -1.813, -1.351)  0.051
H (-0.837, -1.650, 2.134)  0.049
H (-1.271, -0.032, 2.451)  0.028
H (-2.385, -1.094, 1.762)  0.030
H (1.174, 2.237, -0.368)  0.038
H (1.462, 1.080, -1.594)  -0.013
H (2.853, 1.781, -0.750)  0.045

Results
Gap between HOMO and LUMO   9.50 eV
Relative energy (zero: lowest compared OMol25 entry of this formula, charge and spin)   152.3 kJ/mol
Net charge   0
LUMO   0.6 eV
HOMO level   -8.8776 eV
Electronic energy   -1009.70051 hartree

No. 2
The following is a DFT calculation (ωB97M-V/def2-TZVPD) of 2 unconnected molecules or ions with the total composition C5H15N2O in a non-equilibrium geometry.

Last column: Löwdin charge in e.
Positions of all 23 atoms, in Å:
C (-0.634, -0.743, -1.908)  -0.259
C (0.358, 0.285, -1.455)  -0.181
C (0.297, 0.298, 0.130)  -0.354
C (-0.559, 1.253, 0.642)  -0.121
N (-1.081, 1.076, 1.974)  0.043
C (0.996, -0.746, 0.848)  -0.078
N (-0.738, -0.742, -3.349)  0.133
H (-1.578, -0.857, -1.224)  0.189
H (-0.210, -1.778, -1.629)  0.152
H (0.047, 1.305, -1.816)  0.122
H (1.462, 0.054, -1.644)  0.138
H (-0.871, 2.191, 0.117)  0.127
H (-1.556, 1.905, 2.394)  0.102
H (-0.869, 0.324, 2.627)  0.067
H (1.106, -0.471, 1.908)  0.059
H (2.062, -0.778, 0.476)  0.110
H (0.452, -1.681, 0.732)  0.085
H (-1.469, 0.049, -3.555)  0.220
H (-1.284, -1.626, -3.633)  0.203
H (0.148, -0.674, -3.935)  0.208
H (1.333, 0.072, 4.800)  0.105
H (1.623, 0.826, 3.545)  -0.063
O (0.965, 0.460, 3.955)  -0.006

Results
Gap between HOMO and LUMO   6.79 eV
Relative energy (zero: lowest compared OMol25 entry of this formula, charge and spin)   323.3 kJ/mol
Net charge   +1
LUMO   -3.8 eV
HOMO level   -10.5614 eV
Electronic energy   -383.92788 hartree

No. 3
The following is a DFT calculation (ωB97M-V/def2-TZVPD) of a molecular structure, C46H40BiBrF3N3OSSi2 in a non-equilibrium geometry.

Last column: Löwdin charge in e.
Positions of all 98 atoms, in Å:
Bi (-0.033, 0.011, 0.066)  1.599
Br (-7.640, 2.342, -0.325)  0.598
C (-5.988, 1.394, -0.065)  -0.701
C (-5.961, 0.287, 0.770)  -0.166
C (-4.771, -0.382, 0.941)  -0.040
C (-3.568, 0.012, 0.280)  -0.526
O (-2.496, -0.673, 0.425)  -0.280
C (-3.623, 1.189, -0.529)  -0.212
C (-1.886, 0.497, -2.736)  -0.458
N (-0.713, -0.253, -2.268)  -0.152
C (-0.083, -1.031, -3.160)  -0.295
C (-0.082, -0.810, -4.555)  -0.049
C (0.708, -1.546, -5.435)  -0.126
C (1.488, -2.598, -5.013)  -0.102
C (1.414, -2.976, -3.658)  -0.179
C (2.074, -4.120, -3.157)  -0.042
C (1.871, -4.519, -1.864)  -0.081
C (1.007, -3.758, -1.060)  -0.159
N (0.431, -2.656, -1.471)  0.083
C (0.622, -2.233, -2.734)  -0.176
C (-4.840, 1.846, -0.687)  -0.163
H (-6.861, -0.034, 1.280)  0.085
H (-4.722, -1.241, 1.602)  0.104
H (-1.713, 0.935, -3.730)  0.076
H (-0.668, 0.001, -4.963)  0.086
H (0.713, -1.268, -6.484)  0.091
H (2.118, -3.152, -5.699)  0.087
H (2.710, -4.688, -3.827)  0.103
H (2.360, -5.397, -1.460)  0.090
H (0.786, -4.066, -0.043)  0.104
H (-4.895, 2.733, -1.307)  0.082
C (-2.128, 1.529, 2.806)  -0.202
Si (-1.138, 2.218, 1.334)  0.505
C (0.241, 3.195, 2.219)  -0.214
C (-2.186, 3.682, 0.638)  -0.282
C (-2.545, 4.778, 1.416)  -0.102
C (-3.272, 5.834, 0.878)  -0.114
C (-3.609, 5.829, -0.468)  -0.115
C (-3.240, 4.749, -1.261)  -0.119
C (-2.565, 3.662, -0.714)  -0.303
Si (-2.080, 1.946, -1.454)  0.668
C (-3.062, -0.479, -2.863)  -0.096
C (-0.410, 2.765, -2.057)  -0.201
H (-2.497, 2.351, 3.426)  0.026
H (-1.479, 0.900, 3.417)  -0.024
H (-2.979, 0.926, 2.496)  0.009
H (-0.212, 3.897, 2.925)  0.021
H (0.866, 3.767, 1.532)  0.015
H (0.888, 2.521, 2.782)  -0.011
H (-2.276, 4.804, 2.467)  0.089
H (-3.574, 6.663, 1.508)  0.086
H (-4.174, 6.653, -0.891)  0.087
H (-3.500, 4.748, -2.317)  0.096
H (-4.004, 0.053, -3.015)  0.068
H (-3.133, -1.071, -1.953)  0.067
H (-2.904, -1.165, -3.703)  0.066
H (-0.683, 3.458, -2.865)  0.036
H (0.329, 2.069, -2.445)  0.002
H (0.052, 3.364, -1.269)  0.015
F (2.368, -1.251, 5.608)  0.106
C (2.302, -2.397, 4.899)  -0.595
F (1.041, -2.858, 5.003)  0.114
F (3.073, -3.294, 5.595)  0.074
C (2.790, -2.256, 3.496)  -0.145
C (3.877, -3.007, 3.087)  -0.038
C (4.399, -2.836, 1.813)  -0.086
C (3.803, -1.877, 1.007)  -0.150
N (2.747, -1.170, 1.365)  -0.008
C (2.188, -1.332, 2.587)  -0.732
S (0.860, -0.343, 2.982)  0.597
H (4.327, -3.713, 3.771)  0.108
H (5.244, -3.413, 1.461)  0.085
H (4.195, -1.652, 0.018)  0.109
C (6.281, 1.525, -3.667)  -0.127
C (5.179, 1.091, -4.392)  -0.109
C (3.980, 0.829, -3.751)  -0.038
C (3.836, 1.007, -2.369)  -0.191
C (4.963, 1.422, -1.649)  -0.028
C (6.164, 1.680, -2.292)  -0.100
C (2.527, 0.689, -1.770)  -0.127
C (1.971, 1.125, -0.634)  -0.297
C (2.639, 2.143, 0.189)  -0.294
C (3.191, 1.847, 1.440)  -0.080
C (3.853, 2.815, 2.178)  -0.091
C (3.965, 4.113, 1.698)  -0.118
C (3.418, 4.425, 0.461)  -0.106
C (2.775, 3.453, -0.287)  -0.070
H (7.223, 1.728, -4.162)  0.085
H (5.264, 0.951, -5.464)  0.091
H (3.128, 0.476, -4.323)  0.106
H (4.897, 1.525, -0.577)  0.104
H (7.020, 2.001, -1.710)  0.093
H (1.955, 0.025, -2.394)  0.062
H (3.109, 0.839, 1.815)  0.057
H (4.283, 2.548, 3.137)  0.098
H (4.480, 4.869, 2.280)  0.085
H (3.507, 5.432, 0.068)  0.093
H (2.388, 3.702, -1.268)  0.111

Results
Gap between HOMO and LUMO   6.12 eV
Relative energy (zero: lowest compared OMol25 entry of this formula, charge and spin)   289.5 kJ/mol
Net charge   -2
LUMO   4.1 eV
HOMO level   -2.0464 eV
Electronic energy   -6081.84297 hartree

No. 4
The following is a DFT calculation (ωB97M-V/def2-TZVPD) of a single C6H7BrN4OS molecule in a non-equilibrium geometry.

Last column: Löwdin charge in e.
Positions of all 20 atoms, in Å:
C (-0.451, -3.122, -0.023)  -0.160
C (0.062, -1.215, 0.805)  -0.376
C (0.193, 0.998, 1.038)  -0.400
C (-0.330, 1.303, -0.405)  -0.515
C (-0.062, 0.095, -1.311)  -0.798
C (0.374, 2.136, 2.027)  -0.032
N (-0.100, -2.445, 1.163)  0.144
N (-0.498, -2.330, -1.041)  0.109
N (0.341, -0.142, 1.569)  0.184
N (-0.153, -1.087, -0.579)  -0.058
O (-0.907, 0.128, -2.425)  -0.001
S (1.764, 0.356, -1.739)  0.861
Br (-2.242, 1.739, 0.094)  0.741
H (-0.338, -4.164, 0.096)  0.098
H (0.058, 2.213, -0.844)  0.090
H (1.439, 2.485, 1.934)  0.115
H (0.110, 1.617, 2.885)  0.063
H (-0.221, 2.956, 1.827)  0.032
H (-0.820, -0.705, -2.871)  0.085
H (1.778, -0.818, -2.200)  -0.180

Results
Gap between HOMO and LUMO   9.30 eV
Relative energy (zero: lowest compared OMol25 entry of this formula, charge and spin)   0.0 kJ/mol
Net charge   0
LUMO   -0.4 eV
HOMO level   -9.6698 eV
SMILES   CC1=Nc2ncnn2[C@](O)(S)[C@H]1Br
Electronic energy   -3499.25593 hartree